No. 1
The following is a DFT calculation (the ωB97M-V functional and the def2-TZVPD basis) of one molecule with the formula C4H4O.

Summary:
* SMILES string: O[C@]12[C@@H]3[C@H]1[C@@H]32
* energy above the lowest of the compared OMol25 structures with the same formula, charge and spin: 509.17 kJ/mol
* total energy: -229.83402 a.u.
* orbital gap: 9.596 eV
* multiplicity: 1
* lowest unoccupied orbital energy: 0.880 eV

Each line ends with the natural charge from an NBO analysis.
Positions of all 9 atoms, in Å:
O 0.45047 1.80099 -0.84014  -0.68
C 0.15838 0.53030 -0.05661  0.26
C 0.04209 -0.33103 1.13078  -0.26
C 0.19412 -0.91613 -0.28964  -0.29
C -1.03229 -0.27356 0.12748  -0.26
H 1.26521 1.69144 -1.38867  0.49
H 0.39206 -0.54596 2.09732  0.25
H 0.60094 -1.75456 -0.79763  0.25
H -2.07099 -0.20150 0.01711  0.25

Cartesian forces (eV/Å) of the 3 atoms listed first:
O -0.1448 -2.7216 1.7545
C 1.4713 2.6222 -2.9187
C 0.6951 0.4550 -1.2923

***

No. 2
The following is a DFT calculation (the ωB97M-V functional and the def2-TZVPD basis) of C16H19BBrF2GaN5O2S as an isolated structure.

Summary:
* total energy: -6166.95320 a.u.
* orbital gap: 6.755 eV
* total charge: +1
* multiplicity: 1
* lowest unoccupied orbital energy: -4.442 eV

Each line ends with the Löwdin charge.
Positions of all 48 atoms, in Å:
Ga 0.45095 0.29668 1.42783  0.60
Br -0.46920 7.60572 0.83209  0.80
C -0.71211 5.73904 0.83385  -0.68
C 0.23824 4.92065 1.42666  -0.09
C 0.03538 3.55646 1.43614  0.00
C -1.10843 2.99104 0.86524  -0.23
C -2.04686 3.83186 0.26114  0.00
C -1.84687 5.19670 0.24321  -0.10
N -1.22994 1.59399 0.92760  0.07
C -2.27627 0.94226 0.60290  -0.01
C -2.23214 -0.51525 0.65291  -0.20
C -3.33955 -1.30576 0.38987  0.02
C -3.21775 -2.68568 0.46500  -0.01
C -1.99347 -3.23760 0.80788  -0.01
C -0.92788 -2.38768 1.05802  -0.08
N -1.04622 -1.06437 0.97503  0.08
H 1.11963 5.35063 1.88054  0.11
H 0.76118 2.90798 1.91230  0.09
H -2.92968 3.42804 -0.21594  0.11
H -2.56727 5.84962 -0.22872  0.11
H -3.20347 1.41671 0.29410  0.14
H -4.28385 -0.83980 0.14280  0.13
H -4.06957 -3.32222 0.26848  0.13
H -1.86151 -4.30629 0.89532  0.13
H 0.04956 -2.76485 1.32316  0.08
N 2.52658 -0.72435 1.29975  -0.01
C 3.19834 0.11601 0.29652  -0.14
C 2.17387 0.43514 -0.79374  -0.58
O 2.46375 0.48101 -1.96239  0.09
O 0.96871 0.66148 -0.32039  -0.04
H 3.10813 -0.82152 2.12608  0.11
H 2.42408 -1.67509 0.89838  -0.02
H 4.08275 -0.34340 -0.14044  0.13
H 3.47819 1.07120 0.74795  0.13
C 0.06122 -3.06879 -3.97893  -0.06
N 0.46495 -3.30022 -2.60267  -0.05
C 1.69698 -3.09690 -2.12310  -0.89
N 2.63644 -2.65772 -2.95538  0.13
S 2.03940 -3.46732 -0.50776  0.64
H -1.00291 -3.26833 -4.06382  0.09
H 0.59518 -3.72689 -4.66835  0.10
H 0.24017 -2.03008 -4.26402  0.09
H -0.17258 -3.75974 -1.97951  0.11
H 2.40106 -2.26271 -3.85136  0.10
H 3.51782 -2.37762 -2.56565  0.10
F 0.87952 1.25780 4.33376  0.19
B 0.56863 0.27098 3.51450  -0.59
F 0.35684 -0.91083 4.08315  0.18

Cartesian forces (eV/Å) of the 3 atoms listed first:
Ga 0.0221 -0.3015 -0.1951
Br 0.0092 -0.0762 -0.0164
C 0.0221 0.0040 0.0136

***

No. 3
The following is a DFT calculation (the ωB97M-V functional and the def2-TZVPD basis) of an isolated ion of composition C3H4NO and charge +1.

Summary:
* energy above the lowest of the compared OMol25 structures with the same formula, charge and spin: 117.99 kJ/mol
* total energy: -246.34715 a.u.
* orbital gap: 10.332 eV
* total charge: +1
* multiplicity: 1
* lowest unoccupied orbital energy: -6.756 eV

Each line ends with the natural charge from an NBO analysis.
Positions of all 9 atoms, in Å:
C 0.37209 0.30438 0.94124  0.50
C -0.16597 -1.28569 -0.38719  0.32
C -0.17683 0.86735 -0.30260  -0.43
N -0.48763 -0.28167 -1.06836  -0.32
O 0.36835 -0.95832 0.86258  -0.32
H 0.75376 0.80673 1.81992  0.26
H -0.15793 -2.50018 -0.82410  0.31
H -1.04145 1.54160 -0.18570  0.34
H 0.53561 1.50580 -0.85579  0.34

Cartesian forces (eV/Å) of the 3 atoms listed first:
C -0.1538 0.6694 -0.3347
C -0.5208 -3.8954 -3.6490
C 0.0230 0.4730 0.1407

***

No. 4
The following is a DFT calculation (the ωB97M-V functional and the def2-TZVPD basis) of C20H32N4O6S2SbSe4Ti as an isolated structure.

Summary:
* energy above the lowest of the compared OMol25 structures with the same formula, charge and spin: 164.30 kJ/mol
* total energy: -12943.85475 a.u.
* orbital gap: 6.650 eV
* total charge: -1
* multiplicity: 1
* lowest unoccupied orbital energy: 1.790 eV

Each line ends with the natural charge from an NBO analysis.
Positions of all 70 atoms, in Å:
Ti 1.58820 -0.14428 -0.38519  1.38
O 4.60252 -2.28140 0.61659  -0.64
C 3.81521 -1.27402 0.64536  0.84
O 3.58830 -0.52463 -0.32584  -0.66
C 3.11038 -0.96955 1.92784  0.09
C 3.26048 -1.71737 3.07188  -0.19
C 2.50815 -1.32417 4.17432  -0.15
C 1.69560 -0.21068 4.08083  -0.21
C 1.61663 0.49770 2.88178  0.16
N 2.29122 0.08614 1.81183  -0.46
C 0.83279 1.81148 2.79574  0.76
O -0.28453 1.82472 3.35178  -0.77
O 1.42068 2.71887 2.18160  -0.74
H 4.70924 -2.64511 -0.33333  0.42
H 3.89444 -2.59218 3.06496  0.26
H 2.55821 -1.88904 5.09614  0.22
H 1.10076 0.13476 4.91450  0.24
C -3.91506 1.67027 -1.50906  -0.60
C -2.71584 1.76810 -0.57500  -0.44
C -1.60294 2.60666 -1.18760  -0.58
S -0.20838 2.69615 -0.05352  1.34
O 0.17948 1.22218 0.04535  -0.97
C 0.97338 3.40782 -1.21966  -0.59
C 2.30157 3.78047 -0.57453  -0.41
C 2.20588 5.02588 0.29580  -0.61
H -4.69666 1.05574 -1.06189  0.22
H -3.63493 1.21038 -2.45928  0.20
H -4.34077 2.65380 -1.72342  0.19
H -2.32683 0.77434 -0.35021  0.26
H -3.01434 2.20162 0.38379  0.21
H -1.91941 3.63938 -1.36387  0.22
H -1.24025 2.17462 -2.12401  0.22
H 0.47888 4.28507 -1.64690  0.22
H 1.09145 2.64085 -1.98670  0.26
H 3.01885 3.93477 -1.38500  0.21
H 2.66665 2.94322 0.02427  0.24
H 1.84798 5.88074 -0.28612  0.18
H 3.18248 5.28358 0.70587  0.21
H 1.53574 4.85089 1.13661  0.25
Se 4.42041 -3.45229 -1.88846  -0.65
Sb 2.51724 -4.61362 -0.91728  1.10
Se 0.77445 -2.24541 -0.22975  -0.41
Se 1.02414 -5.73045 -2.38193  -0.66
Se 2.79056 -5.20067 1.37822  -0.70
C 2.55557 -0.73849 -4.03223  -0.63
C 1.43057 0.09582 -3.45591  0.12
C 0.07720 -0.57579 -3.61379  -0.63
O 1.69245 0.36587 -2.08499  -0.76
H 2.38132 -0.92728 -5.09373  0.20
H 2.61849 -1.69535 -3.51314  0.25
H 3.51294 -0.22901 -3.91631  0.21
H 1.40892 1.07405 -3.95729  0.15
H 0.10097 -1.57954 -3.18813  0.24
H -0.18333 -0.64686 -4.67170  0.21
H -0.70000 -0.00861 -3.09692  0.20
C -5.44823 -3.55562 0.07219  -0.59
C -4.24262 -3.79084 0.98299  -0.45
C -3.62121 -2.51036 1.43922  0.04
N -2.60856 -1.96546 0.87081  -0.24
N -2.22668 -0.77061 1.42495  -0.35
C -2.97810 -0.41691 2.41928  0.23
N -2.83072 0.75789 3.10081  -0.83
S -4.24664 -1.56140 2.76834  0.25
H -5.86616 -4.50375 -0.26794  0.21
H -5.15036 -2.97824 -0.80319  0.21
H -6.23351 -3.00335 0.59204  0.20
H -3.46676 -4.34217 0.45117  0.25
H -4.53610 -4.38849 1.84877  0.21
H -1.87695 1.14028 3.10001  0.46
H -3.26450 0.78892 4.00816  0.38

Cartesian forces (eV/Å) of the 3 atoms listed first:
Ti -0.2541 0.2763 -0.0815
O -0.3570 1.6672 2.4947
C 0.3851 -0.7166 0.5661

***

No. 5
The following is a DFT calculation (the ωB97M-V functional and the def2-TZVPD basis) of one molecule with the formula C3H7NO3.

Summary:
* SMILES string: CC(=O)ON(C)O
* energy above the lowest of the compared OMol25 structures with the same formula, charge and spin: 413.86 kJ/mol
* total energy: -398.88003 a.u.
* orbital gap: 10.192 eV
* multiplicity: 1
* lowest unoccupied orbital energy: 0.826 eV

Each line ends with the natural charge from an NBO analysis.
Positions of all 14 atoms, in Å:
C 0.92125 -1.67701 -1.49544  -0.72
C 0.13223 -1.10346 -0.33878  0.79
O -0.59532 -1.65888 0.42038  -0.57
O 0.46789 0.22309 -0.35570  -0.43
N -0.06399 1.33235 0.37604  0.11
C -0.45461 1.05255 1.73161  -0.45
O -1.19817 1.79748 -0.31366  -0.57
H 1.33042 -2.65224 -1.24770  0.23
H 1.72097 -0.98434 -1.75291  0.24
H 0.26032 -1.77125 -2.35592  0.24
H -0.59933 2.00043 2.24034  0.21
H 0.34033 0.48612 2.21552  0.22
H -1.37956 0.46658 1.78535  0.21
H -0.88245 2.48858 -0.90912  0.48

Cartesian forces (eV/Å) of the 3 atoms listed first:
C 0.0836 -0.1099 0.1099
C 0.1957 0.4083 -0.2996
O -0.2680 -0.0542 0.2357

***

No. 6
The following is a DFT calculation (the ωB97M-V functional and the def2-TZVPD basis) of one molecule with the formula C2H2O2.

Summary:
* energy above the lowest of the compared OMol25 structures with the same formula, charge and spin: 445.56 kJ/mol
* total energy: -227.55325 a.u.
* orbital gap (spin up / spin down): 7.568 / 8.089 eV
* multiplicity: 3
* lowest unoccupied orbital energy (spin up / spin down): 0.842 / -2.358 eV

Each line ends with the natural charge from an NBO analysis.
Positions of all 6 atoms, in Å:
C -1.53789 -0.31812 -0.09446  0.33
C -0.25369 -0.16814 0.02164  -0.53
O -2.71607 -0.55426 0.02197  -0.19
O -3.35292 0.60858 0.02154  -0.02
H -0.01226 0.31161 0.99360  0.19
H 0.44217 0.01938 -0.82242  0.23

Cartesian forces (eV/Å) of the 3 atoms listed first:
C 9.5327 0.2051 -2.8609
C -0.7454 2.0524 1.1168
O -7.8675 -2.9465 0.9522

***

No. 7
The following is a DFT calculation (the ωB97M-V functional and the def2-TZVPD basis) of one molecule with the formula C3H4O3.

Summary:
* energy above the lowest of the compared OMol25 structures with the same formula, charge and spin: 272.33 kJ/mol
* total energy: -342.35221 a.u.
* orbital gap: 10.673 eV
* multiplicity: 1
* lowest unoccupied orbital energy: 0.844 eV

Each line ends with the natural charge from an NBO analysis.
Positions of all 10 atoms, in Å:
C 1.07420 0.51746 -1.31678  -0.29
O 0.48058 1.32590 -0.28090  -0.49
C -0.33931 0.86696 0.60807  0.44
O -0.51354 -0.47293 0.43291  -0.56
C -1.27253 -0.96400 1.48775  0.65
O -1.23211 -2.11700 1.79577  -0.51
H 1.68294 1.21522 -1.88954  0.21
H 1.69308 -0.26683 -0.88014  0.20
H 0.29215 0.07809 -1.93691  0.20
H -1.86548 -0.18286 1.97977  0.14

Cartesian forces (eV/Å) of the 3 atoms listed first:
C 0.1250 -0.1822 -0.2181
O -0.2544 0.1042 0.2754
C 0.1788 0.1503 -0.3080

***

Among the records above, which one has the highest total energy?
C2H2O2

***

What is the multiplicity in the sixth record?
3

***

Copy entry 2 word for word.
The following is a DFT calculation (the ωB97M-V functional and the def2-TZVPD basis) of C16H19BBrF2GaN5O2S as an isolated structure.

Summary:
* total energy: -6166.95320 a.u.
* orbital gap: 6.755 eV
* total charge: +1
* multiplicity: 1
* lowest unoccupied orbital energy: -4.442 eV

Each line ends with the Löwdin charge.
Positions of all 48 atoms, in Å:
Ga 0.45095 0.29668 1.42783  0.60
Br -0.46920 7.60572 0.83209  0.80
C -0.71211 5.73904 0.83385  -0.68
C 0.23824 4.92065 1.42666  -0.09
C 0.03538 3.55646 1.43614  0.00
C -1.10843 2.99104 0.86524  -0.23
C -2.04686 3.83186 0.26114  0.00
C -1.84687 5.19670 0.24321  -0.10
N -1.22994 1.59399 0.92760  0.07
C -2.27627 0.94226 0.60290  -0.01
C -2.23214 -0.51525 0.65291  -0.20
C -3.33955 -1.30576 0.38987  0.02
C -3.21775 -2.68568 0.46500  -0.01
C -1.99347 -3.23760 0.80788  -0.01
C -0.92788 -2.38768 1.05802  -0.08
N -1.04622 -1.06437 0.97503  0.08
H 1.11963 5.35063 1.88054  0.11
H 0.76118 2.90798 1.91230  0.09
H -2.92968 3.42804 -0.21594  0.11
H -2.56727 5.84962 -0.22872  0.11
H -3.20347 1.41671 0.29410  0.14
H -4.28385 -0.83980 0.14280  0.13
H -4.06957 -3.32222 0.26848  0.13
H -1.86151 -4.30629 0.89532  0.13
H 0.04956 -2.76485 1.32316  0.08
N 2.52658 -0.72435 1.29975  -0.01
C 3.19834 0.11601 0.29652  -0.14
C 2.17387 0.43514 -0.79374  -0.58
O 2.46375 0.48101 -1.96239  0.09
O 0.96871 0.66148 -0.32039  -0.04
H 3.10813 -0.82152 2.12608  0.11
H 2.42408 -1.67509 0.89838  -0.02
H 4.08275 -0.34340 -0.14044  0.13
H 3.47819 1.07120 0.74795  0.13
C 0.06122 -3.06879 -3.97893  -0.06
N 0.46495 -3.30022 -2.60267  -0.05
C 1.69698 -3.09690 -2.12310  -0.89
N 2.63644 -2.65772 -2.95538  0.13
S 2.03940 -3.46732 -0.50776  0.64
H -1.00291 -3.26833 -4.06382  0.09
H 0.59518 -3.72689 -4.66835  0.10
H 0.24017 -2.03008 -4.26402  0.09
H -0.17258 -3.75974 -1.97951  0.11
H 2.40106 -2.26271 -3.85136  0.10
H 3.51782 -2.37762 -2.56565  0.10
F 0.87952 1.25780 4.33376  0.19
B 0.56863 0.27098 3.51450  -0.59
F 0.35684 -0.91083 4.08315  0.18

Cartesian forces (eV/Å) of the 3 atoms listed first:
Ga 0.0221 -0.3015 -0.1951
Br 0.0092 -0.0762 -0.0164
C 0.0221 0.0040 0.0136